[1]
DFT (wB97M-V/def2-TZVPD) results for a cluster of 14 separate species, C46H94Br26F3N3O4P in total.

Output
Multiplicity: 1
Orbital gap (eV): 7.36
Total charge: +1

CARTESIAN COORDINATES (ANGSTROEM)
1 C 8.67 5.24 -0.73
2 C 7.73 4.55 0.27
3 C 6.89 3.46 -0.45
4 C 5.44 3.95 -0.51
5 C 4.86 3.91 0.92
6 N 4.53 3.16 -1.44
7 C 3.39 3.72 -1.81
8 N 2.49 3.12 -2.67
9 C 1.43 2.24 -2.10
10 C 0.02 2.64 -2.49
11 C -0.92 1.47 -2.19
12 P -2.62 1.94 -2.57
13 O -2.66 2.53 -3.92
14 O -3.55 0.66 -2.46
15 C -3.10 -0.51 -1.74
16 C -4.32 -1.34 -1.36
17 O -3.05 3.01 -1.48
18 C -3.91 2.62 -0.38
19 C -5.38 2.89 -0.69
20 N 3.15 5.00 -1.37
21 C 1.75 5.28 -0.99
22 C 1.28 4.55 0.27
23 C 0.24 5.58 0.87
24 C 3.66 5.99 -2.38
25 C 4.55 7.08 -1.80
26 C 4.24 7.51 -0.37
27 O 4.43 8.18 -2.70
28 C 4.98 1.83 -1.86
29 F 5.98 1.97 -2.73
30 F 5.38 1.16 -0.79
31 F 4.04 1.10 -2.45
32 H 9.37 4.50 -1.11
33 H 9.25 6.04 -0.27
34 H 8.12 5.59 -1.60
35 H 7.06 5.34 0.62
36 H 8.28 4.15 1.11
37 H 7.00 2.54 0.12
38 H 7.34 3.34 -1.43
39 H 5.54 4.96 -0.88
40 H 4.25 4.78 1.13
41 H 4.20 3.05 0.99
42 H 5.63 3.75 1.66
43 H 2.93 2.72 -3.49
44 H 1.56 2.14 -1.03
45 H 1.60 1.24 -2.49
46 H -0.34 3.49 -1.91
47 H -0.03 2.91 -3.54
48 H -0.63 0.54 -2.66
49 H -0.87 1.28 -1.11
50 H -2.46 -1.09 -2.40
51 H -2.58 -0.25 -0.82
52 H -5.11 -0.65 -1.12
53 H -4.08 -1.87 -0.43
54 H -4.61 -2.04 -2.14
55 H -3.61 3.22 0.47
56 H -3.76 1.58 -0.08
57 H -5.73 3.73 -0.09
58 H -6.02 2.04 -0.46
59 H -5.47 3.19 -1.74
60 H 1.06 5.13 -1.83
61 H 1.71 6.35 -0.80
62 H 2.08 4.34 0.97
63 H 0.70 3.66 0.04
64 H -0.02 6.30 0.10
65 H 0.60 6.12 1.74
66 H -0.68 5.09 1.13
67 H 4.20 5.44 -3.15
68 H 2.79 6.45 -2.85
69 H 5.60 6.76 -1.83
70 H 3.57 8.37 -0.35
71 H 3.82 6.72 0.25
72 H 5.16 7.83 0.11
73 H 5.00 8.89 -2.36
74 Br -0.91 -1.29 -5.29
75 C -2.37 -0.23 -6.03
76 C -2.75 -0.70 -7.41
77 Br -1.45 -0.13 -8.74
78 H -2.04 0.81 -6.01
79 H -3.20 -0.35 -5.34
80 H -3.69 -0.26 -7.71
81 H -2.81 -1.79 -7.48
82 Br 0.63 3.92 2.90
83 C -0.29 2.79 4.21
84 C 0.54 2.63 5.45
85 Br 2.01 1.38 5.15
86 H -0.50 1.85 3.72
87 H -1.22 3.30 4.42
88 H -0.04 2.21 6.27
89 H 0.98 3.57 5.78
90 Br 4.05 5.67 4.35
91 C 4.77 4.67 5.86
92 C 6.08 4.01 5.52
93 Br 5.80 2.44 4.41
94 H 4.00 3.96 6.15
95 H 4.90 5.40 6.65
96 H 6.57 3.65 6.42
97 H 6.75 4.67 4.97
98 Br -6.37 -1.40 1.57
99 C -6.85 -3.00 0.58
100 C -6.66 -4.24 1.39
101 Br -4.76 -4.70 1.52
102 H -6.24 -3.00 -0.32
103 H -7.89 -2.86 0.30
104 H -7.14 -5.09 0.91
105 H -7.03 -4.15 2.41
106 Br -2.56 -6.67 -1.32
107 C -2.42 -5.05 -2.38
108 C -1.18 -4.27 -2.05
109 Br -1.35 -3.31 -0.36
110 H -3.33 -4.48 -2.20
111 H -2.40 -5.38 -3.42
112 H -1.01 -3.50 -2.80
113 H -0.30 -4.90 -1.97
114 Br -10.29 -3.40 -1.55
115 C -10.92 -1.59 -1.25
116 C -10.06 -0.57 -1.95
117 Br -8.37 -0.31 -1.02
118 H -10.95 -1.44 -0.18
119 H -11.93 -1.56 -1.65
120 H -10.55 0.40 -1.96
121 H -9.81 -0.86 -2.97
122 Br 2.41 -1.92 -11.97
123 C 0.82 -0.88 -12.36
124 C 1.13 0.58 -12.55
125 Br 1.47 1.47 -10.86
126 H 0.12 -1.05 -11.55
127 H 0.41 -1.30 -13.28
128 H 0.28 1.10 -12.99
129 H 2.01 0.74 -13.17
130 Br -7.86 -9.96 4.37
131 C -6.96 -9.16 2.84
132 C -7.31 -7.70 2.69
133 Br -9.10 -7.46 1.95
134 H -7.24 -9.74 1.97
135 H -5.90 -9.27 3.03
136 H -6.64 -7.22 1.99
137 H -7.29 -7.17 3.64
138 Br 3.71 3.25 9.22
139 C 3.35 1.44 8.60
140 C 3.97 0.40 9.50
141 Br 5.88 0.27 9.21
142 H 3.72 1.38 7.58
143 H 2.27 1.35 8.60
144 H 3.57 -0.58 9.26
145 H 3.82 0.61 10.55
146 Br 6.73 -4.42 8.18
147 C 7.06 -3.75 6.39
148 C 6.42 -2.40 6.18
149 Br 4.50 -2.54 5.91
150 H 6.69 -4.50 5.70
151 H 8.14 -3.67 6.31
152 H 6.81 -1.94 5.27
153 H 6.58 -1.72 7.01
154 Br 0.15 -3.23 -15.30
155 C 2.02 -3.76 -15.31
156 C 2.56 -3.88 -16.71
157 Br 1.95 -5.50 -17.59
158 H 2.09 -4.69 -14.76
159 H 2.55 -2.98 -14.76
160 H 3.65 -3.95 -16.69
161 H 2.26 -3.05 -17.34
162 Br -12.26 -11.66 7.06
163 C -10.58 -12.33 6.36
164 C -9.61 -12.67 7.46
165 Br -8.81 -11.07 8.24
166 H -10.19 -11.57 5.69
167 H -10.83 -13.22 5.80
168 H -8.77 -13.24 7.07
169 H -10.07 -13.21 8.28
170 Br 3.96 -2.63 13.79
171 C 2.78 -2.22 12.31
172 C 2.56 -3.41 11.42
173 Br 4.09 -3.77 10.28
174 H 3.23 -1.39 11.78
175 H 1.85 -1.91 12.76
176 H 1.73 -3.23 10.74
177 H 2.37 -4.32 11.98

=====

[2]
DFT (wB97M-V/def2-TZVPD) results for the ion C7H9IN with charge +1.

Output
Multiplicity: 1
Structure (SMILES): C[C@@H]1[C@@H]2[N@H+]1CC1=C[C@@]12I
Orbital gap (eV): 8.52
Total charge: +1

CARTESIAN COORDINATES (ANGSTROEM)
1 C -0.89 0.04 1.71
2 C -0.51 0.02 0.24
3 C -0.47 -1.15 -0.60
4 N 0.81 -0.48 -0.18
5 C 1.52 0.23 -1.19
6 C 0.51 0.01 -2.35
7 C -0.60 0.55 -2.85
8 C -0.51 -1.01 -2.04
9 I -1.04 -2.89 -2.99
10 H -0.02 -0.33 2.19
11 H -1.62 -0.64 1.83
12 H -1.37 0.92 2.11
13 H -0.87 1.00 -0.17
14 H -0.62 -2.13 -0.06
15 H 1.23 -1.00 0.56
16 H 2.47 -0.28 -1.50
17 H 1.34 1.28 -1.06
18 H -1.29 1.12 -3.56

=====

[3]
DFT (wB97M-V/def2-TZVPD) results for a structure of composition C28H35GdN5O5SSi2.

Output
Multiplicity: 8
Orbital gap (alpha / beta) (eV): 6.05 / 4.79
Total charge: -1

CARTESIAN COORDINATES (ANGSTROEM)
1 Gd 0.40 0.00 -0.16
2 C 6.71 -5.18 -1.27
3 C 5.94 -3.89 -1.15
4 C 6.59 -2.69 -0.92
5 C 5.88 -1.49 -0.82
6 C 4.51 -1.52 -0.95
7 C 3.84 -2.71 -1.20
8 C 4.55 -3.89 -1.30
9 S 3.54 -0.05 -0.81
10 O 4.47 1.04 -0.96
11 O 2.45 -0.18 -1.79
12 N 2.73 -0.08 0.54
13 C 3.18 0.18 1.81
14 C 4.48 0.26 2.24
15 C 4.78 0.41 3.62
16 C 3.80 0.50 4.56
17 C 2.44 0.50 4.14
18 C 1.36 0.66 5.04
19 C 0.08 0.72 4.57
20 C -0.13 0.63 3.17
21 N 0.85 0.47 2.32
22 C 2.13 0.40 2.77
23 H 7.75 -5.05 -0.96
24 H 6.71 -5.54 -2.30
25 H 6.27 -5.96 -0.65
26 H 7.66 -2.68 -0.81
27 H 6.40 -0.56 -0.66
28 H 2.77 -2.70 -1.36
29 H 4.02 -4.82 -1.48
30 H 5.30 0.16 1.54
31 H 5.82 0.44 3.92
32 H 4.03 0.60 5.61
33 H 1.57 0.74 6.10
34 H -0.76 0.85 5.23
35 H -1.13 0.69 2.76
36 C -2.62 -2.46 -1.69
37 Si -2.95 -1.40 -0.17
38 C -2.64 -2.41 1.39
39 C -4.84 -1.32 -0.19
40 N -1.99 0.06 -0.20
41 C -2.49 1.37 -0.12
42 C -3.86 1.67 -0.01
43 C -4.39 2.95 0.00
44 C -3.53 4.02 -0.06
45 C -2.17 3.78 -0.12
46 C -1.59 2.50 -0.13
47 N -0.21 2.31 -0.16
48 Si 0.80 3.70 0.07
49 C 0.80 4.89 -1.40
50 C 0.38 4.62 1.67
51 C 2.59 3.26 0.31
52 H -3.07 -3.45 -1.54
53 H -1.58 -2.60 -1.97
54 H -3.14 -1.98 -2.53
55 H -3.01 -3.43 1.25
56 H -3.24 -1.95 2.19
57 H -1.61 -2.47 1.74
58 H -5.12 -2.38 -0.22
59 H -5.26 -0.85 -1.07
60 H -5.29 -0.89 0.70
61 H -4.56 0.85 0.03
62 H -5.47 3.08 0.06
63 H -3.90 5.04 -0.08
64 H -1.52 4.64 -0.18
65 H -0.12 5.46 -1.54
66 H 0.98 4.32 -2.31
67 H 1.62 5.59 -1.28
68 H -0.57 5.15 1.71
69 H 1.18 5.34 1.86
70 H 0.38 3.90 2.50
71 H 3.08 2.79 -0.53
72 H 2.78 2.65 1.19
73 H 3.10 4.22 0.48
74 O 0.51 -2.05 1.12
75 N 0.72 -2.77 0.10
76 O 1.15 -3.89 0.16
77 O 0.46 -2.19 -1.01